The following is a quantum chemistry calculation of a cluster of 2 separate species, C9H10FNS in total in a non-equilibrium geometry, from the OMol25 dataset.

```
22
Properties=species:S:1:pos:R:3:forces:R:3
C 2.97151 1.82764 -0.67653 -2.90 2.88 -1.27
S 1.50773 1.57851 0.33288 -0.29 0.37 1.09
C 0.66054 0.41448 -0.64030 0.16 -0.35 -0.91
C -0.54485 -0.09035 -0.32991 0.30 0.84 1.02
C -1.24346 -1.10128 -1.13513 0.46 -0.76 0.52
C -2.55695 -1.31161 -0.89708 -0.40 -0.71 0.65
C -3.23586 -0.59888 0.23123 0.13 -1.36 -2.59
F -4.55591 -0.71760 0.40094 -0.73 -0.57 -0.60
C -2.61639 0.19317 1.02345 0.57 1.11 0.48
C -1.20355 0.44026 0.97004 2.35 0.82 -0.85
H 3.29338 0.90424 -0.86746 1.60 -3.66 -1.10
H 3.73464 2.33314 -0.13423 0.29 0.87 0.23
H 2.57376 2.30340 -1.64148 1.27 -0.31 1.38
H 1.20289 0.17699 -1.56431 -0.36 -0.29 0.32
H -0.55699 -1.80520 -1.70607 -1.40 1.15 0.18
H -3.14241 -2.10921 -1.36632 0.39 0.30 -0.03
H -3.20701 0.78651 1.62453 -1.12 0.96 1.75
H -0.73114 0.00360 1.85195 0.29 -0.31 0.13
H -0.93254 1.53560 1.10018 -0.56 -0.99 -0.37
C 2.88279 -1.58369 1.19210 -0.42 1.26 0.33
N 3.05097 -2.56773 0.65153 0.31 -1.20 -0.49
H 2.64887 -0.61198 1.57996 0.06 -0.06 0.13
```
Forces are in eV/Å.

Results
Structure (SMILES): CS/C=C1/C=CC(F)=CC1.C#N
Energy above the lowest of the compared OMol25 structures with the same formula, charge and spin: 90.0 kJ/mol
Maximum force: 4.28 eV/Å
Energy: -24535.0442 eV

These are the Mulliken partial charges, in e, on atoms 1 to 5:
1. C -0.924
2. S -0.079
3. C -0.377
4. C 0.386
5. C -0.645